Below is an isolated molecule of C4H6N2O, with properties calculated with wB97M-V/def2-TZVPD.

The geometry in ORCA input format:
```
! wB97M-V def2-TZVPD RIJCOSX def2/J DEFGRID3
* xyz 0 1
C 2.084 -0.117 -0.087
O 1.276 0.513 -1.069
C 0.009 0.260 -0.740
C -0.354 -0.610 0.281
N -1.672 -0.280 0.512
C -2.008 0.680 -0.373
N -1.018 1.028 -1.166
H 3.081 0.350 -0.195
H 2.205 -1.183 -0.323
H 1.347 -0.112 0.844
H -0.006 -1.620 0.450
H -2.236 -0.648 1.258
H -2.995 1.108 -0.393
*
```

Calculated values
- energy relative to the best compared isomer or geometry (same formula, charge and spin) (kcal per mole) = 50.0
- LUMO energy (eV) = 0.79
- SMILES = COc1c[nH]cn1
- total energy (a.u.) = -340.715245
- Kohn-Sham gap (eV) = 9.129

Below is the ion C3H5N4 with charge +1, with properties calculated with wB97M-V/def2-TZVPD.

The geometry in ORCA input format:
```
! wB97M-V def2-TZVPD RIJCOSX def2/J DEFGRID3
* xyz 1 1
C -1.600 -0.438 0.264
C 2.303 0.219 -0.109
C -2.947 -0.200 -0.070
N -0.477 -0.765 0.264
N 1.664 -0.707 0.254
N 0.632 -1.441 0.363
N 3.117 1.178 -0.248
H -2.933 0.675 -0.672
H -3.636 -0.030 0.920
H -3.353 -1.029 -0.596
H 3.847 0.982 -0.959
H 3.385 1.556 0.588
*
```

Calculated values
- energy relative to the best compared isomer or geometry (same formula, charge and spin) (kcal per mole) = 102.5
- LUMO energy (eV) = -3.63
- total energy (a.u.) = -335.909442
- Kohn-Sham gap (eV) = 9.598

Below is a cluster of 9 separate species, H18O9 in total, with properties calculated with wB97M-V/def2-TZVPD.

The geometry in ORCA input format:
```
! wB97M-V def2-TZVPD RIJCOSX def2/J DEFGRID3
* xyz 0 1
O -1.279 1.453 2.365
H -0.851 2.273 2.711
H -1.265 1.528 1.382
O 1.823 1.944 2.089
H 1.211 2.578 1.597
H 2.496 2.458 2.562
O 0.443 -2.535 -0.228
H 0.898 -2.850 0.510
H 0.113 -3.349 -0.575
O -2.331 -2.680 -2.190
H -2.007 -1.894 -1.685
H -1.469 -2.950 -2.453
O 2.474 -0.624 -1.346
H 1.631 -0.117 -1.184
H 2.255 -1.564 -1.298
O 0.227 3.112 -2.109
H 0.288 2.375 -1.508
H -0.404 2.832 -2.782
O -2.502 -0.383 -0.772
H -2.609 -0.045 -1.618
H -3.193 -0.060 -0.200
O 1.407 -0.805 1.912
H 1.695 0.147 2.145
H 0.688 -1.111 2.467
O 0.153 0.414 -0.112
H 0.613 0.053 0.679
H -0.507 -0.202 -0.358
*
```

Calculated values
- energy relative to the best compared isomer or geometry (same formula, charge and spin) (kcal per mole) = 59.8
- LUMO energy (eV) = 0.04
- SMILES = O.O.O.O.O.O.O.O.O
- total energy (a.u.) = -687.930499
- Kohn-Sham gap (eV) = 10.193

Below is a structure of composition C8H17IrN2O3S, with properties calculated with wB97M-V/def2-TZVPD.

The geometry in ORCA input format:
```
! wB97M-V def2-TZVPD RIJCOSX def2/J DEFGRID3
* xyz 1 6
C -4.115 2.391 0.164
Ir 0.372 2.521 -2.038
N 2.435 2.348 -1.980
N -0.761 3.916 -2.766
H 2.880 1.484 -2.343
H -3.707 3.014 0.934
H -4.332 1.408 0.587
H -3.364 2.287 -0.627
H -5.034 2.810 -0.251
H -0.530 4.107 -3.743
H -0.661 4.825 -2.310
H -1.764 3.721 -2.758
H 2.808 3.114 -2.540
H 2.809 2.506 -1.037
C -0.061 -4.643 2.710
C 0.267 -3.409 1.925
C 1.358 -2.634 2.323
C 1.720 -1.500 1.605
C 0.995 -1.140 0.463
C -0.125 -1.871 0.065
C -0.482 -3.006 0.811
S 1.744 0.157 -0.497
O 2.207 1.147 0.452
O 2.724 -0.420 -1.392
O 0.583 0.735 -1.369
H 0.776 -5.349 2.680
H -0.246 -4.403 3.762
H -0.943 -5.141 2.301
H 1.928 -2.920 3.211
H 2.570 -0.905 1.931
H -0.693 -1.557 -0.806
H -1.359 -3.592 0.533
*
```

Calculated values
- energy relative to the best compared isomer or geometry (same formula, charge and spin) (kcal per mole) = 0.0
- LUMO energy (spin up / spin down) (eV) = -3.64 / -6.15
- total energy (a.u.) = -1152.283804
- Kohn-Sham gap (spin up / spin down) (eV) = 3.954 / 5.786

Below is a structure of composition H12NaO6, with properties calculated with wB97M-V/def2-TZVPD.

The geometry in ORCA input format:
```
! wB97M-V def2-TZVPD RIJCOSX def2/J DEFGRID3
* xyz 1 1
Na 7.877 -5.950 4.179
O 5.748 -8.479 5.585
H 6.326 -9.105 5.150
H 5.360 -8.973 6.307
O 8.817 -10.205 3.517
H 8.819 -11.042 3.983
H 8.975 -10.440 2.603
O 10.629 -3.252 4.862
H 11.035 -2.483 4.461
H 11.134 -3.401 5.661
O 7.430 -4.503 7.805
H 6.868 -3.940 8.337
H 8.291 -4.086 7.842
O 8.588 -6.528 0.684
H 8.686 -7.436 0.397
H 7.773 -6.235 0.277
O 6.289 -2.713 2.404
H 6.923 -2.010 2.542
H 5.453 -2.263 2.282
*
```

Calculated values
- energy relative to the best compared isomer or geometry (same formula, charge and spin) (kcal per mole) = 50.7
- LUMO energy (eV) = -3.97
- total energy (a.u.) = -620.737611
- Kohn-Sham gap (eV) = 10.576

Below is the ion C3H5O3 with charge +1, with properties calculated with wB97M-V/def2-TZVPD.

The geometry in ORCA input format:
```
! wB97M-V def2-TZVPD RIJCOSX def2/J DEFGRID3
* xyz 1 1
C 0.659 0.117 0.678
C 1.457 -1.035 0.255
C -0.278 0.429 -0.486
O 2.549 -0.779 -0.270
O 2.821 0.587 -0.294
O 1.917 1.242 0.531
H 0.489 0.274 1.751
H 1.359 -2.094 0.480
H -0.788 1.433 -0.304
H -0.985 -0.456 -0.713
H 0.317 0.749 -1.346
*
```

Calculated values
- energy relative to the best compared isomer or geometry (same formula, charge and spin) (kcal per mole) = 149.1
- LUMO energy (spin up / spin down) (eV) = -6.84 / -6.84
- total energy (a.u.) = -342.469745
- Kohn-Sham gap (spin up / spin down) (eV) = 9.082 / 9.081